[1]
# C31H46IN4O8PS

A molecular structure, C31H46IN4O8PS at a distorted geometry (wB97M-V/def2-TZVPD, OMol25).

Last column: Löwdin charge in e.
Element x y z (Å)
C: -0.552 3.918 3.528  -0.08
C: -1.951 3.881 2.796  -0.23
N: -2.451 2.586 2.350  0.00
C: -1.655 1.797 1.431  -0.40
C: -0.496 2.418 0.571  -0.10
P: -0.905 3.925 -0.434  0.52
O: -2.340 4.319 -0.479  -0.33
O: -0.244 3.755 -1.959  -0.20
O: -0.071 5.201 0.263  -0.18
O: -0.864 1.006 2.420  -0.17
S: -2.094 0.159 3.169  0.76
O: -1.452 -1.147 3.371  -0.27
O: -2.537 0.545 4.498  -0.25
O: -3.255 0.145 1.948  -0.18
C: -2.479 0.612 0.772  -0.36
C: -1.773 -0.727 0.312  -0.14
O: -0.343 -0.708 0.197  -0.07
C: 0.151 -1.563 -0.767  -0.18
C: -0.375 -2.908 -1.063  0.03
C: 0.156 -3.772 -2.112  -0.24
C: -0.558 -5.152 -2.311  -0.08
C: 1.278 -3.342 -2.956  -0.04
C: 1.853 -2.031 -2.656  -0.03
C: 1.309 -1.141 -1.574  -0.08
C: 2.045 0.250 -1.371  -0.34
C: 1.980 1.177 -2.644  -0.08
C: 3.591 0.019 -1.000  -0.06
C: -3.557 0.876 -0.332  -0.59
I: -2.758 1.433 -2.279  1.01
C: -4.711 1.889 0.014  -0.29
C: -5.889 1.658 -1.027  -0.14
H: 0.240 4.244 2.810  0.06
H: -0.616 4.736 4.305  0.08
H: -0.302 2.986 4.094  0.08
H: -1.958 4.709 2.024  0.09
H: -2.691 4.252 3.568  0.13
H: -3.442 2.651 2.134  0.12
H: -0.031 1.687 -0.153  0.08
H: 0.359 2.705 1.251  0.12
H: 0.600 3.262 -1.864  0.04
H: -0.769 5.833 0.527  0.08
H: -2.174 -1.044 -0.697  0.10
H: -2.045 -1.583 0.996  0.14
H: -1.237 -3.263 -0.452  0.12
H: -0.710 -5.699 -1.343  0.08
H: -1.582 -4.936 -2.724  0.08
H: -0.038 -5.782 -3.081  0.08
H: 1.654 -3.991 -3.777  0.10
H: 2.711 -1.714 -3.301  0.11
H: 1.605 0.708 -0.444  0.10
H: 2.512 2.142 -2.403  0.08
H: 2.541 0.660 -3.471  0.09
H: 0.902 1.356 -2.901  0.07
H: 4.258 0.777 -1.499  0.08
H: 3.922 -1.024 -1.228  0.06
H: 3.747 0.180 0.107  0.08
H: -4.082 -0.107 -0.510  0.10
H: -4.436 2.970 -0.059  0.09
H: -5.051 1.674 1.064  0.11
H: -5.963 0.582 -1.328  0.07
H: -6.880 1.963 -0.593  0.08
H: -5.739 2.261 -1.965  0.05
N: -7.066 2.270 -4.889  0.00
C: -7.694 3.485 -4.951  -0.14
C: -9.005 3.302 -4.594  -0.11
C: -9.174 1.925 -4.299  -0.11
C: -7.961 1.314 -4.487  -0.15
H: -6.098 2.104 -5.104  0.14
H: -7.154 4.371 -5.245  0.10
H: -9.759 4.072 -4.548  0.09
H: -10.083 1.437 -3.984  0.09
H: -7.658 0.286 -4.371  0.10
N: 5.856 -4.820 -0.575  0.00
C: 4.851 -3.936 -0.280  -0.14
C: 4.953 -3.621 1.051  -0.11
C: 6.063 -4.331 1.574  -0.11
C: 6.601 -5.060 0.547  -0.14
H: 6.021 -5.228 -1.479  0.14
H: 4.151 -3.614 -1.036  0.09
H: 4.301 -2.951 1.591  0.09
H: 6.425 -4.310 2.590  0.08
H: 7.446 -5.729 0.517  0.10
N: 7.321 -3.132 5.332  0.00
C: 8.535 -3.358 4.742  -0.15
C: 9.129 -2.143 4.518  -0.11
C: 8.241 -1.145 4.997  -0.11
C: 7.137 -1.786 5.495  -0.14
H: 6.666 -3.845 5.604  0.14
H: 8.869 -4.361 4.532  0.10
H: 10.094 -1.988 4.062  0.09
H: 8.396 -0.078 4.978  0.09
H: 6.238 -1.402 5.950  0.10

Output
* lowest unoccupied orbital energy: -0.0024 hartree
* E_HOMO: -0.29985 Ha

***

[2]
# C31H46KO6PS6

A molecular structure, C31H46KO6PS6 (wB97M-V/def2-TZVPD, OMol25).

Last column: Löwdin charge in e.
Element x y z (Å)
K: 0.648 -3.275 -0.754  0.81
C: 4.891 1.650 -3.856  -0.06
C: 4.499 0.230 -3.538  -0.29
C: 3.837 -0.554 -4.483  -0.06
C: 3.469 -1.859 -4.195  -0.07
C: 3.762 -2.406 -2.950  -0.26
C: 4.423 -1.641 -2.003  -0.05
C: 4.788 -0.333 -2.300  -0.05
S: 3.157 -4.045 -2.551  0.39
O: 1.786 -4.006 -3.059  -0.42
O: 4.028 -4.987 -3.220  -0.33
O: 3.193 -4.099 -1.090  -0.42
H: 4.155 2.126 -4.505  0.07
H: 5.856 1.690 -4.369  0.07
H: 4.977 2.247 -2.946  0.07
H: 3.586 -0.125 -5.448  0.11
H: 2.920 -2.456 -4.913  0.11
H: 4.609 -2.065 -1.025  0.11
H: 5.283 0.268 -1.544  0.11
C: -0.134 1.184 5.918  -0.42
S: 1.029 0.154 6.846  0.76
C: -0.068 -0.994 7.572  -1.05
C: -0.833 -1.894 6.887  -1.22
S: -0.984 -2.140 5.214  0.47
S: -1.833 -2.874 7.970  0.86
C: -1.361 -2.221 9.490  -1.56
S: -1.967 -2.729 10.958  0.39
S: -0.235 -0.949 9.313  0.85
H: 0.461 1.901 5.350  0.01
H: -0.806 1.714 6.592  0.03
H: -0.694 0.546 5.233  -0.02
O: 0.586 -0.832 0.082  -0.41
P: -0.472 0.146 -0.317  0.79
C: 0.100 1.833 0.107  -0.34
C: 1.302 2.210 -0.768  -0.19
C: 1.707 3.674 -0.537  -0.19
C: 1.486 4.106 0.924  -0.21
C: 1.630 2.906 1.854  -0.20
C: 0.502 1.893 1.602  -0.19
C: -0.864 0.090 -2.109  -0.32
C: -1.406 1.402 -2.743  -0.18
C: -0.714 1.738 -4.066  -0.21
C: -0.740 0.553 -5.030  -0.19
C: -0.183 -0.734 -4.372  -0.16
C: 0.287 -0.507 -2.935  -0.20
C: -2.053 -0.174 0.504  -0.34
C: -3.142 0.904 0.262  -0.17
C: -3.588 1.549 1.573  -0.21
C: -4.136 0.508 2.559  -0.19
C: -3.309 -0.797 2.550  -0.19
C: -1.913 -0.554 1.986  -0.20
H: -0.709 2.547 -0.080  0.11
H: 1.087 2.052 -1.826  0.08
H: 2.125 1.533 -0.523  0.12
H: 1.135 4.323 -1.205  0.10
H: 2.760 3.801 -0.806  0.10
H: 0.479 4.521 1.043  0.11
H: 2.183 4.903 1.193  0.10
H: 1.619 3.213 2.901  0.10
H: 2.603 2.433 1.681  0.12
H: -0.371 2.172 2.196  0.10
H: 0.816 0.904 1.940  0.11
H: -1.655 -0.668 -2.140  0.08
H: -1.306 2.257 -2.070  0.08
H: -2.478 1.286 -2.928  0.12
H: 0.324 2.029 -3.876  0.10
H: -1.198 2.609 -4.519  0.10
H: -0.170 0.804 -5.929  0.10
H: -1.772 0.389 -5.354  0.10
H: 0.642 -1.144 -4.957  0.10
H: -0.956 -1.506 -4.341  0.12
H: 1.185 0.117 -2.906  0.10
H: 0.570 -1.474 -2.531  0.06
H: -2.364 -1.089 -0.006  0.08
H: -4.001 0.435 -0.227  0.12
H: -2.795 1.682 -0.424  0.08
H: -4.343 2.316 1.376  0.10
H: -2.734 2.069 2.021  0.10
H: -5.178 0.287 2.307  0.10
H: -4.145 0.938 3.565  0.10
H: -3.800 -1.549 1.923  0.11
H: -3.234 -1.216 3.553  0.07
H: -1.297 -1.447 2.075  0.11
H: -1.412 0.220 2.572  0.09
C: -3.602 -4.440 -0.003  -0.16
O: -2.302 -4.012 -0.390  -0.27
C: -2.180 -2.987 -1.422  -0.39
O: -3.235 -2.614 -1.906  -0.12
H: -3.866 -5.380 -0.499  0.07
H: -4.347 -3.691 -0.274  0.06
H: -3.602 -4.598 1.076  0.07

Output
* net charge: -2
* lowest unoccupied orbital energy: 0.1326 hartree
* E_HOMO: -0.08844 Ha
* ΔE to the lowest compared entry with this formula, charge and spin: 0.000 eV

***

[3]
# C31H46P2Rh

A molecular structure, C31H46P2Rh at a distorted geometry (wB97M-V/def2-TZVPD, OMol25).

Last column: Löwdin charge in e.
Element x y z (Å)
Rh: -0.296 -1.767 -4.058  1.04
C: -0.636 -2.815 2.403  -0.24
C: 0.648 -3.112 1.869  -0.19
C: 0.865 -1.307 3.277  -0.19
C: -0.500 -1.696 3.274  -0.18
C: 1.576 -2.185 2.413  -0.24
C: -1.885 -3.560 2.134  -0.07
H: -1.889 -4.009 1.132  0.07
H: -2.765 -2.908 2.209  0.07
H: -2.008 -4.375 2.865  0.09
C: -1.577 -0.998 4.000  -0.01
H: -2.497 -1.594 3.999  0.08
H: -1.795 -0.021 3.541  0.07
H: -1.277 -0.801 5.039  0.10
C: 1.411 -0.153 4.012  -0.02
H: 1.037 -0.161 5.045  0.10
H: 1.085 0.795 3.561  0.05
H: 2.506 -0.169 4.022  0.08
C: 3.028 -2.161 2.147  -0.06
H: 3.536 -2.914 2.770  0.09
H: 3.461 -1.181 2.383  0.07
H: 3.256 -2.385 1.097  0.06
C: 0.974 -4.194 0.916  -0.02
H: 1.421 -5.045 1.454  0.10
H: 1.695 -3.875 0.149  0.07
H: 0.076 -4.547 0.397  0.07
C: -1.420 -0.669 -5.073  -0.33
C: -0.711 -1.661 -5.888  -0.33
C: 0.585 -1.317 -6.635  -0.17
C: 1.843 -1.252 -5.720  -0.18
C: 1.493 -1.369 -4.240  -0.35
C: 0.908 -0.113 -3.601  -0.38
C: 0.456 1.014 -4.505  -0.25
C: -0.951 0.779 -5.072  -0.19
H: 0.484 -0.374 -7.208  0.12
H: 2.401 -0.297 -5.879  0.12
H: 0.764 -2.177 -7.301  0.11
H: -0.922 1.154 -6.100  0.12
H: -2.504 -0.822 -5.057  0.12
H: -1.361 -2.347 -6.462  0.11
H: -1.666 1.394 -4.506  0.10
H: 0.445 1.936 -3.892  0.09
H: 1.964 0.253 -3.194  0.11
H: 1.170 1.238 -5.321  0.12
H: 2.479 -2.152 -5.904  0.12
H: 2.139 -1.885 -3.537  0.11
P: -1.571 1.073 -0.108  0.76
C: -3.089 2.000 -0.352  -0.18
C: -1.966 -0.668 -0.262  -0.17
P: 1.325 1.151 -1.475  0.94
C: -0.460 1.597 -1.447  -0.41
C: 1.529 -0.387 -0.533  -0.23
C: 2.535 2.451 -1.189  -0.21
H: -3.261 2.625 0.530  0.06
H: -3.922 1.297 -0.474  0.05
H: -2.997 2.635 -1.242  0.06
H: -1.669 -1.080 -1.237  0.04
H: -3.056 -0.752 -0.152  0.06
H: -1.481 -1.232 0.544  0.04
H: 2.275 3.282 -1.896  0.07
H: 3.529 1.996 -1.441  0.08
H: 2.416 2.720 -0.112  0.07
H: -0.491 2.699 -1.503  0.08
H: -0.969 1.210 -2.352  0.04
H: 1.261 -0.192 0.511  0.03
H: 2.577 -0.717 -0.613  0.06
H: 0.914 -1.227 -0.907  0.05
C: -0.836 1.385 1.425  -0.22
C: -0.738 2.049 2.487  -0.10
C: -0.773 2.840 3.654  -0.28
C: -1.992 3.116 4.324  -0.05
C: -2.018 3.940 5.450  -0.09
C: -0.833 4.505 5.943  -0.10
C: 0.379 4.225 5.301  -0.09
C: 0.411 3.410 4.170  -0.07
H: -2.916 2.680 3.934  0.11
H: -2.974 4.146 5.933  0.10
H: -0.850 5.165 6.814  0.10
H: 1.312 4.653 5.668  0.10
H: 1.351 3.211 3.650  0.10

Output
* spin multiplicity: 5
* ⟨S²⟩: 6.056
* net charge: +1
* lowest unoccupied orbital energy (spin up / spin down): -0.1309 / -0.1560 hartree
* E_HOMO (spin up / spin down): -0.24625 / -0.33224 Ha
* ΔE to the lowest compared entry with this formula, charge and spin: 6.014 eV

***

[4]
# C31H46P2Ru

A molecular structure, C31H46P2Ru at a distorted geometry (wB97M-V/def2-TZVPD, OMol25).

Last column: Löwdin charge in e.
Element x y z (Å)
Ru: 0.299 -1.071 -1.393  1.03
C: -0.608 -2.552 1.490  -0.19
C: 0.640 -2.434 0.636  -0.30
C: 0.920 -1.383 2.736  -0.18
C: -0.432 -1.857 2.680  -0.20
C: 1.594 -1.804 1.596  -0.17
C: -1.822 -3.333 1.188  -0.01
H: -1.668 -4.074 0.405  0.09
H: -2.657 -2.691 0.874  0.09
H: -2.186 -3.875 2.076  0.11
C: -1.467 -1.551 3.684  -0.01
H: -2.240 -2.325 3.686  0.09
H: -1.937 -0.582 3.453  0.08
H: -1.030 -1.486 4.694  0.10
C: 1.498 -0.582 3.846  0.00
H: 0.979 -0.794 4.783  0.09
H: 1.418 0.498 3.660  0.09
H: 2.564 -0.806 3.999  0.10
C: 3.070 -1.857 1.515  -0.01
H: 3.464 -2.386 2.406  0.12
H: 3.511 -0.856 1.537  0.08
H: 3.423 -2.390 0.625  0.09
C: 1.067 -3.710 -0.020  -0.09
H: 1.287 -4.483 0.734  0.11
H: 1.953 -3.545 -0.624  0.06
H: 0.296 -4.091 -0.694  0.07
C: -1.087 0.507 -3.515  -0.16
C: -1.569 -0.842 -3.406  -0.21
C: -0.978 -1.935 -4.297  -0.18
C: 0.538 -2.029 -4.294  -0.15
C: 1.174 -1.404 -3.041  -0.34
C: 1.594 0.055 -3.015  -0.38
C: 1.283 1.069 -4.119  -0.18
C: -0.199 1.043 -4.563  -0.17
H: -1.363 -1.777 -5.332  0.14
H: 0.989 -1.626 -5.220  0.13
H: -1.404 -2.901 -4.000  0.12
H: -0.287 0.466 -5.508  0.13
H: -1.880 1.214 -3.233  0.11
H: -2.659 -0.847 -3.675  0.17
H: -0.519 2.082 -4.809  0.14
H: 1.571 2.097 -3.796  0.12
H: 2.713 0.014 -3.092  0.10
H: 1.907 0.869 -5.028  0.14
H: 0.836 -3.099 -4.298  0.13
H: 1.967 -2.032 -2.599  0.11
P: -1.557 1.095 -0.586  0.84
C: -3.128 1.973 -0.562  -0.15
C: -2.124 -0.613 -0.914  -0.25
P: 1.539 0.865 -1.035  0.82
C: -0.209 1.966 -1.404  -0.35
C: 3.351 0.207 -1.050  -0.25
C: 1.881 2.076 0.271  -0.25
H: -3.289 2.545 0.369  0.07
H: -3.942 1.232 -0.620  0.06
H: -3.219 2.677 -1.412  0.08
H: -1.993 -0.877 -2.016  -0.03
H: -3.176 -0.729 -0.619  0.10
H: -1.578 -1.356 -0.323  0.00
H: 1.758 3.119 -0.041  0.06
H: 2.883 1.941 0.709  0.05
H: 1.131 1.838 1.013  0.00
H: -0.045 2.957 -0.972  0.05
H: -0.318 2.052 -2.495  0.02
H: 3.788 0.315 -0.046  0.02
H: 4.002 0.770 -1.723  0.06
H: 3.411 -0.848 -1.319  0.03
C: -0.884 0.724 0.996  -0.15
C: -0.876 1.207 2.150  -0.02
C: -0.968 2.340 2.953  -0.25
C: -1.088 3.635 2.371  -0.01
C: -1.211 4.731 3.199  -0.06
C: -1.146 4.571 4.580  -0.04
C: -1.033 3.298 5.157  -0.04
C: -0.922 2.179 4.346  -0.02
H: -1.155 3.735 1.288  0.11
H: -1.328 5.728 2.750  0.13
H: -1.265 5.428 5.244  0.12
H: -0.991 3.159 6.255  0.13
H: -0.864 1.157 4.757  0.11

Output
* spin multiplicity: 5
* ⟨S²⟩: 6.045
* net charge: +2
* lowest unoccupied orbital energy (spin up / spin down): -0.2405 / -0.2661 hartree
* E_HOMO (spin up / spin down): -0.44550 / -0.50914 Ha
* ΔE to the lowest compared entry with this formula, charge and spin: 6.740 eV